Computed, not measured: a structure of composition C24H43N2P3ReS at a distorted geometry, with ωB97M-V/def2-TZVPD.

- E_LUMO (spin up / spin down) (Ha) = -0.5235 / -0.5367
- net charge = +4
- 2S+1 = 4
- energy relative to the best compared isomer or geometry (same formula, charge and spin) (kcal per mole) = 0.0
- <S²> = 3.78
- frontier orbital gap (spin up / spin down) (eV) = 5.281 / 4.926

Geometry (Å):
Re  1.024  -0.676  -0.133
P  -0.209  1.257  0.219
P  -1.365  -1.703  -0.637
P  2.846  0.579  -0.555
H  2.008  -2.406  -3.496
C  1.608  -1.580  -2.886
C  1.667  -2.062  -1.458
H  1.309  -3.108  -1.420
C  -0.713  2.296  -1.208
C  -1.806  1.272  1.155
C  0.665  2.460  1.330
C  -1.774  -3.369  -1.403
C  -2.420  -1.925  0.917
C  -2.613  -0.723  -1.641
C  4.251  0.013  -1.556
C  3.558  0.517  1.121
C  2.809  2.304  -1.127
H  2.084  -0.633  -3.178
H  2.736  -2.105  -1.137
H  -1.240  3.184  -0.844
H  -1.381  1.751  -1.881
H  0.134  2.634  -1.808
H  -1.965  2.266  1.596
H  -1.783  0.553  1.980
H  -2.664  1.059  0.508
H  -0.078  3.055  1.876
H  1.310  3.136  0.759
H  1.274  1.933  2.072
H  -2.710  -3.739  -0.952
H  -0.988  -4.110  -1.211
H  -1.945  -3.313  -2.487
H  -2.993  -1.015  1.142
H  -1.802  -2.165  1.794
H  -3.130  -2.752  0.763
H  -3.262  -1.421  -2.201
H  -2.114  -0.061  -2.365
H  -3.262  -0.123  -0.983
H  5.120  0.528  -1.131
H  4.109  0.310  -2.599
H  4.398  -1.067  -1.492
H  4.641  0.532  0.980
H  3.285  -0.409  1.643
H  3.247  1.378  1.714
H  3.473  2.359  -1.992
H  3.185  2.951  -0.332
H  1.827  2.661  -1.440
C  -1.055  -0.242  -5.006
C  -0.650  1.109  -5.058
C  -1.410  1.952  -5.897
C  -2.499  1.478  -6.637
C  -2.951  0.173  -6.459
C  -2.262  -0.665  -5.590
S  -0.053  -1.608  -4.415
H  -1.021  -1.801  -3.571
H  0.252  1.450  -4.490
H  -1.077  2.997  -6.009
H  -3.039  2.150  -7.326
H  -3.787  -0.234  -7.009
H  -2.572  -1.701  -5.411
N  0.593  -4.292  2.133
C  0.638  -3.629  0.976
N  0.870  -2.334  1.181
C  0.899  -2.116  2.578
C  0.637  -0.921  3.268
C  0.213  -1.043  4.607
C  0.158  -2.308  5.223
C  0.438  -3.497  4.516
C  0.781  -3.377  3.172
H  0.419  -5.316  2.217
H  0.579  -4.170  0.019
H  0.734  0.032  2.739
H  -0.076  -0.152  5.160
H  -0.119  -2.364  6.272
H  0.365  -4.487  4.948

Forces on the atoms, in the same order (eV/Å):
Re -3.549 -4.761 2.229
P -2.569 4.431 0.665
P -3.287 -0.132 0.403
P 3.615 2.516 -0.764
H 0.043 0.551 -0.081
C 0.607 -0.591 -2.112
C -0.369 -0.937 -1.499
H 0.101 0.670 0.084
C 0.195 -0.124 -0.462
C -0.285 -0.708 0.204
C 0.563 -0.167 -0.016
C 1.041 -0.343 -0.105
C 0.561 0.115 0.242
C 0.412 0.243 -0.138
C -0.206 -0.649 -0.214
C -0.217 0.048 0.418
C -0.165 0.325 -0.073
H -0.301 -0.370 0.284
H -0.339 -0.180 -0.637
H 0.073 -0.167 0.138
H 0.044 0.070 0.202
H -0.260 -0.062 0.099
H 0.251 -0.187 -0.343
H -0.024 0.150 -0.112
H 0.289 0.011 0.140
H 0.150 -0.176 -0.272
H -0.174 -0.161 0.177
H -0.128 0.230 -0.063
H 0.425 0.358 -0.091
H -0.371 0.046 -0.215
H 0.232 0.078 0.322
H 0.275 -0.398 -0.167
H -0.158 0.052 -0.176
H 0.315 0.370 -0.057
H 0.328 0.243 0.335
H -0.301 -0.195 0.106
H 0.356 -0.248 -0.350
H -0.060 -0.057 -0.258
H 0.162 -0.094 0.115
H 0.256 0.137 -0.020
H -0.016 -0.008 0.207
H 0.176 0.119 0.083
H 0.123 -0.129 0.003
H -0.011 0.155 0.169
H 0.093 0.048 -0.146
H 0.364 -0.090 0.169
C -0.136 2.091 -0.203
C 0.100 -0.545 -0.304
C 0.749 0.367 0.367
C -0.271 0.377 -0.024
C 0.452 -0.005 0.294
C 0.791 -0.901 0.253
S 1.156 0.100 0.776
H -0.790 -1.083 0.941
H -0.886 -0.193 -0.862
H -0.334 -0.606 0.056
H 0.478 -0.423 0.446
H -0.181 0.163 0.064
H -0.109 0.316 -0.401
N 0.182 -0.540 -0.346
C 0.664 -1.214 0.225
N 0.506 0.941 -0.816
C -0.602 -0.237 -0.194
C -0.068 -0.532 0.602
C 0.624 0.124 -1.119
C 0.365 -0.933 -0.434
C 0.056 0.792 0.567
C -1.181 0.521 0.335
H 0.274 1.120 0.016
H 0.092 0.555 0.771
H -0.186 -0.153 0.440
H 0.172 -0.202 0.000
H -0.034 -0.070 -0.183
H -0.146 0.136 0.306


Computed, not measured: a structure of composition C24H44AsF6KN2O8S4 at a distorted geometry, with ωB97M-V/def2-TZVPD.

- E_LUMO (Ha) = -0.1092
- energy relative to the best compared isomer or geometry (same formula, charge and spin) (kcal per mole) = 69.8
- frontier orbital gap (eV) = 5.135

Geometry (Å):
K  -8.321  -3.198  -2.186
As  -1.348  -1.012  0.203
F  0.226  -0.353  0.783
F  -2.378  0.176  0.985
F  -2.787  -1.843  -0.428
F  -0.437  -2.362  -0.638
F  -1.240  -2.107  1.640
F  -1.056  0.080  -1.254
C  -5.546  6.821  0.210
C  -5.150  6.519  1.590
C  -6.139  5.676  2.490
C  -7.024  4.643  1.785
N  -7.722  3.909  1.225
H  -4.819  7.549  -0.151
H  -6.442  7.442  0.207
H  -5.636  5.853  -0.284
H  -4.883  7.420  2.144
H  -4.227  5.939  1.568
H  -6.840  6.289  3.056
H  -5.428  5.159  3.134
C  7.473  -2.404  -0.948
C  8.706  -1.966  -1.648
C  8.286  -2.079  -3.165
S  7.092  -3.416  -3.482
O  7.681  -4.574  -4.103
O  5.728  -3.017  -3.932
C  6.963  -3.681  -1.565
H  6.651  -1.688  -0.921
H  7.641  -2.646  0.101
H  9.547  -2.632  -1.456
H  9.041  -0.989  -1.297
H  9.197  -2.549  -3.536
H  8.126  -1.180  -3.760
H  7.657  -4.470  -1.276
H  5.932  -3.988  -1.390
C  2.484  5.971  -1.142
C  2.706  5.509  0.309
C  4.153  5.002  0.488
S  5.165  5.440  -0.985
O  5.216  4.296  -1.901
O  6.378  6.097  -0.517
C  3.822  6.604  -1.605
H  1.671  6.665  -1.356
H  2.452  5.068  -1.751
H  1.965  4.716  0.409
H  2.433  6.292  1.017
H  4.172  3.935  0.709
H  4.571  5.514  1.354
H  4.204  6.796  -2.607
H  4.065  7.524  -1.073
C  -6.692  -3.083  5.072
C  -7.968  -3.781  5.630
C  -8.562  -2.820  6.693
S  -7.216  -1.776  7.381
O  -6.846  -2.318  8.763
O  -7.359  -0.343  7.110
C  -5.953  -2.472  6.276
H  -6.963  -2.241  4.435
H  -5.921  -3.646  4.546
H  -7.672  -4.737  6.060
H  -8.615  -3.834  4.754
H  -9.190  -3.324  7.428
H  -9.326  -2.182  6.248
H  -5.523  -3.141  7.022
H  -5.238  -1.700  5.992
C  3.415  3.194  -9.308
C  2.319  3.410  -8.246
C  1.180  2.404  -8.511
S  1.956  1.014  -9.585
O  1.691  1.152  -11.012
O  1.917  -0.327  -9.059
C  3.648  1.648  -9.422
H  4.394  3.597  -9.048
H  2.996  3.522  -10.259
H  1.973  4.444  -8.238
H  2.739  3.256  -7.253
H  0.216  2.828  -8.793
H  0.927  2.014  -7.525
H  4.098  1.113  -10.257
H  3.971  1.213  -8.476
N  -0.617  -9.055  6.806
C  -0.386  -10.314  7.412
C  -1.460  -11.140  7.005
C  -2.210  -10.379  6.022
C  -1.739  -9.045  6.055
H  -0.066  -8.238  7.028
H  0.415  -10.398  8.131
H  -1.581  -12.153  7.357
H  -2.855  -10.908  5.335
H  -1.875  -8.210  5.384

Forces on the atoms, in the same order (eV/Å):
K 0.216 0.087 0.048
As 3.129 -1.619 -0.929
F -1.646 -0.154 -0.250
F 0.786 -0.703 -0.391
F 0.398 0.954 0.376
F -0.762 1.625 0.480
F -0.980 1.281 -0.959
F -1.141 -1.401 1.661
C -0.469 0.992 -0.095
C 0.081 -0.923 1.832
C -0.062 -0.576 -1.107
C 0.622 0.557 -0.121
N 0.717 0.702 0.618
H 0.373 -0.661 -0.775
H -0.555 -0.548 -0.229
H -0.105 0.587 -0.815
H -0.239 0.049 0.182
H 0.089 -0.059 -0.058
H 0.229 0.065 0.086
H -0.695 -0.236 0.464
C -1.713 -0.747 1.817
C -0.937 0.267 -1.075
C 2.467 -0.096 -0.756
S -3.217 -0.076 3.123
O 0.552 0.451 -0.266
O 2.907 0.035 0.509
C 0.319 -0.474 -1.827
H 0.273 0.467 -0.355
H 0.216 0.166 0.212
H -0.163 -0.235 -0.073
H -0.217 0.210 -0.522
H -0.105 0.131 -0.936
H -0.374 -0.001 0.380
H -0.126 -0.345 -0.396
H 0.113 0.252 0.149
C 2.321 0.065 -1.381
C -0.737 -0.086 -0.784
C -0.327 0.124 0.572
S -1.582 -0.563 0.646
O 0.169 1.277 0.853
O -0.837 -0.324 -0.808
C 2.054 0.154 1.020
H -0.126 -0.332 0.291
H -0.801 -0.008 -0.130
H 0.232 -0.159 0.550
H 0.289 0.030 0.016
H 0.221 0.004 -0.408
H 0.386 -0.025 -0.235
H -1.064 -0.331 -0.482
H -0.197 0.142 0.271
C 0.732 0.748 1.371
C 1.223 1.097 -0.415
C -1.031 0.019 -0.500
S 1.694 -1.091 2.291
O -1.454 1.838 -3.438
O -0.518 -1.569 0.544
C -0.551 0.437 0.480
H -0.150 -0.036 -0.145
H -0.590 -0.588 -0.203
H -0.413 -0.060 -0.127
H -0.418 -0.661 0.441
H 0.795 -0.135 0.556
H 0.450 0.515 -0.356
H 0.366 -0.518 -0.664
H -0.105 0.017 0.174
C 0.431 -1.547 -0.370
C 0.474 -0.148 -0.349
C 0.134 -0.554 0.973
S 1.148 0.485 -0.863
O -0.851 0.512 0.900
O -0.745 0.489 0.595
C -2.003 0.036 1.032
H -0.340 0.668 -0.182
H 0.564 0.327 -0.153
H -0.113 -0.047 -0.283
H -0.019 -0.248 0.016
H 0.348 -0.090 -1.058
H 0.137 -0.838 -0.183
H 0.432 0.776 -0.101
H 0.396 0.165 0.030
N 0.933 -1.112 1.678
C -2.235 1.068 -0.930
C 1.839 1.913 -0.430
C 0.705 0.194 1.277
C 0.176 -2.270 -1.241
H -0.160 -0.175 -0.115
H -0.162 -0.206 -0.071
H -0.143 0.014 -0.368
H -0.516 0.681 0.098
H -0.438 -0.100 0.094


Computed, not measured: a structure of composition C24H44AsN4O6S3Si2TeW, with ωB97M-V/def2-TZVPD.

- E_LUMO (spin up / spin down) (Ha) = -0.1197 / -0.1819
- net charge = +1
- 2S+1 = 3
- energy relative to the best compared isomer or geometry (same formula, charge and spin) (kcal per mole) = 0.0
- <S²> = 2.04
- frontier orbital gap (spin up / spin down) (eV) = 6.514 / 5.807

Geometry (Å):
W  -0.371  -0.755  1.185
O  -2.230  -1.022  0.790
As  -0.601  -1.539  -1.742
O  -2.099  -1.964  -2.239
O  -0.287  0.800  0.525
C  0.378  -3.255  -1.854
C  0.189  -4.007  -3.007
C  0.933  -5.162  -3.227
C  1.870  -5.585  -2.297
C  2.057  -4.866  -1.124
C  1.313  -3.716  -0.926
S  1.422  -2.904  0.628
O  1.478  -1.416  0.326
O  2.504  -3.425  1.386
O  0.062  -2.998  1.238
H  -2.706  -1.857  0.815
H  -0.548  -3.689  -3.735
H  0.777  -5.733  -4.132
H  2.450  -6.480  -2.476
H  2.762  -5.189  -0.370
C  5.996  -0.434  3.675
C  4.859  0.075  2.845
C  5.049  0.885  1.732
C  3.918  1.308  1.060
N  2.690  0.958  1.429
C  2.618  0.159  2.484
S  1.022  -0.353  3.091
N  3.630  -0.289  3.219
H  6.957  -0.100  3.290
H  5.977  -1.524  3.692
H  5.885  -0.090  4.703
H  6.037  1.179  1.411
H  3.994  1.955  0.193
C  -7.373  1.451  -2.745
Si  -5.620  2.014  -2.468
C  -4.429  1.181  -3.642
C  -5.466  3.873  -2.539
C  -5.132  1.465  -0.706
Te  -3.062  1.597  -0.359
C  -3.130  2.060  1.680
Si  -2.559  3.849  2.085
C  -3.406  5.030  0.907
C  -0.709  3.881  1.878
C  -3.090  4.153  3.845
H  -7.719  1.762  -3.732
H  -8.055  1.875  -2.006
H  -7.451  0.363  -2.693
H  -4.797  1.263  -4.667
H  -4.310  0.118  -3.418
H  -3.437  1.639  -3.621
H  -5.808  4.245  -3.507
H  -4.432  4.203  -2.413
H  -6.070  4.356  -1.769
H  -5.379  0.405  -0.587
H  -5.626  2.030  0.085
H  -2.414  1.373  2.154
H  -4.131  1.829  2.041
H  -3.054  4.906  -0.122
H  -3.192  6.061  1.194
H  -4.492  4.910  0.913
H  -0.395  3.456  0.922
H  -0.223  3.292  2.659
H  -0.325  4.900  1.934
H  -4.177  4.178  3.938
H  -2.704  5.111  4.200
H  -2.708  3.375  4.509
C  -0.144  -1.151  6.068
N  0.051  -2.369  5.296
C  1.360  -2.996  5.458
C  -0.817  -2.779  4.354
S  -1.803  -1.680  3.447
N  -0.903  -4.091  4.126
C  -1.640  -4.653  2.999
C  -0.510  -5.074  5.133
H  -0.070  -1.403  7.128
H  -1.127  -0.736  5.866
H  0.616  -0.409  5.826
H  2.118  -2.218  5.348
H  1.526  -3.727  4.670
H  1.468  -3.471  6.435
H  -1.538  -4.020  2.126
H  -2.696  -4.764  3.252
H  -1.220  -5.633  2.778
H  -0.399  -4.596  6.102
H  0.423  -5.573  4.866
H  -1.298  -5.823  5.201

Forces on the atoms, in the same order (eV/Å):
W 0.415 -0.256 0.551
O -0.262 0.302 -0.453
As -0.056 0.003 -0.113
O -0.008 0.031 -0.002
O -0.280 0.000 0.042
C 0.020 -0.016 0.012
C 0.003 0.014 0.018
C 0.014 -0.014 0.014
C -0.016 0.008 -0.014
C -0.005 -0.008 -0.014
C -0.007 0.037 0.055
S 0.095 0.094 -0.300
O 0.014 -0.059 0.045
O -0.033 -0.010 0.043
O -0.007 0.099 0.010
H -0.042 -0.116 0.177
H -0.002 0.006 0.005
H 0.003 -0.002 0.000
H 0.000 -0.002 -0.004
H -0.002 0.005 0.006
C -0.003 -0.008 0.003
C 0.024 0.012 -0.010
C 0.007 -0.005 0.009
C 0.004 0.012 -0.006
N -0.040 0.006 -0.012
C 0.072 0.007 0.061
S 0.076 -0.004 0.020
N -0.058 -0.016 -0.007
H -0.002 0.002 -0.003
H 0.002 0.000 0.001
H -0.003 0.001 0.000
H 0.002 0.001 0.002
H -0.007 -0.001 -0.001
C 0.021 0.000 0.018
Si -0.003 0.039 0.001
C -0.011 0.003 0.028
C 0.012 -0.013 -0.021
C 0.010 -0.082 -0.038
Te 0.071 -0.070 -0.089
C 0.301 -0.091 0.123
Si -0.042 -0.015 -0.002
C 0.006 -0.031 0.009
C -0.021 -0.033 0.011
C 0.024 0.017 -0.022
H -0.004 -0.004 -0.010
H 0.003 0.005 0.005
H -0.006 -0.001 -0.006
H 0.013 0.001 -0.016
H -0.001 -0.002 -0.010
H -0.004 0.000 0.001
H 0.008 0.014 -0.003
H 0.000 -0.007 0.006
H -0.012 -0.003 -0.003
H 0.008 0.010 0.052
H -0.048 0.003 0.009
H -0.185 0.131 -0.033
H -0.046 0.010 -0.033
H -0.006 -0.001 0.000
H 0.001 0.006 -0.002
H 0.001 -0.006 0.001
H 0.007 0.013 -0.020
H 0.005 -0.010 -0.015
H -0.012 0.010 0.017
H 0.000 -0.012 0.000
H -0.001 0.005 0.003
H 0.001 0.001 0.008
C -0.009 0.012 0.036
N -0.101 0.044 -0.093
C 0.084 0.091 -0.036
C 0.344 -0.108 0.104
S 0.048 0.146 -0.170
N -0.076 -0.036 -0.030
C -0.105 0.043 -0.064
C -0.114 -0.088 0.012
H -0.008 0.018 0.000
H 0.024 -0.008 -0.004
H 0.012 -0.018 -0.029
H -0.017 0.026 0.008
H 0.038 0.098 0.038
H 0.016 0.021 -0.027
H -0.066 -0.148 0.154
H 0.000 -0.035 0.034
H 0.011 0.002 -0.011
H -0.047 -0.048 -0.024
H -0.033 -0.028 0.018
H -0.008 0.006 -0.017